90
Properties=species:S:1:pos:R:3 method="wB97M-V/def2-TZVPD" e_homo_ev=-9.99 e_tot_ha=-1475.9943 orbital_gap_ha=0.3756 smiles=CC(C)O.CC(C)O.CC(C)O.CC(C)O.CC(C)O.CC(C)O.CC(C)O.CO
C 2.143 -7.516 -2.286
O 1.319 -6.383 -2.154
H 2.039 -7.968 -3.272
H 3.199 -7.247 -2.251
H 1.965 -8.257 -1.506
H 0.467 -6.635 -2.519
C -3.048 -3.687 5.276
C -1.973 -4.686 5.040
C -2.129 -5.653 3.785
O -0.778 -3.928 4.966
H -4.003 -4.186 5.442
H -3.172 -3.057 4.396
H -2.838 -2.984 6.082
H -1.850 -5.303 5.931
H -2.469 -5.090 2.916
H -2.963 -6.332 3.964
H -1.243 -6.261 3.599
H -0.751 -3.487 4.114
C -5.642 -1.260 -3.012
C -5.921 -1.474 -1.532
C -6.884 -0.447 -1.039
O -6.581 -2.674 -1.264
H -5.171 -0.292 -3.185
H -6.558 -1.219 -3.600
H -5.053 -2.060 -3.460
H -4.969 -1.547 -1.006
H -7.212 -0.540 -0.004
H -7.734 -0.219 -1.682
H -6.416 0.537 -1.026
H -7.433 -2.747 -1.700
C 0.737 -2.109 -8.128
C 0.146 -2.453 -9.488
C -0.640 -3.782 -9.610
O -0.671 -1.409 -9.887
H 1.374 -1.224 -8.104
H 1.302 -2.928 -7.684
H -0.106 -1.883 -7.473
H 0.972 -2.507 -10.197
H -0.888 -3.975 -10.654
H -1.533 -3.741 -8.986
H 0.030 -4.584 -9.302
H -0.105 -0.639 -9.792
C 0.167 1.671 0.185
C 0.822 0.513 -0.592
C 2.249 0.885 -1.035
O 0.864 -0.589 0.305
H 0.788 2.054 0.995
H -0.832 1.439 0.556
H 0.160 2.565 -0.439
H 0.317 0.255 -1.522
H 2.804 0.155 -1.624
H 2.814 1.013 -0.112
H 2.297 1.865 -1.510
H 0.839 -1.443 -0.134
C 4.083 8.112 -0.796
C 5.437 8.678 -0.447
C 5.945 9.732 -1.487
O 5.289 9.337 0.774
H 3.691 7.481 0.001
H 4.183 7.467 -1.668
H 3.438 8.936 -1.099
H 6.194 7.894 -0.423
H 6.216 9.204 -2.401
H 6.930 10.114 -1.220
H 5.382 10.617 -1.783
H 4.542 9.940 0.776
C 8.169 -2.253 3.514
C 7.657 -3.482 4.293
C 7.067 -2.975 5.665
O 6.692 -4.143 3.550
H 8.713 -2.659 2.662
H 8.884 -1.672 4.097
H 7.355 -1.574 3.259
H 8.485 -4.167 4.478
H 6.203 -2.353 5.435
H 7.767 -2.267 6.108
H 6.725 -3.761 6.338
H 5.991 -3.486 3.529
C -6.269 3.974 4.977
C -5.634 5.177 4.229
C -6.668 5.826 3.385
O -5.211 6.100 5.196
H -5.542 3.508 5.642
H -6.766 3.227 4.359
H -7.046 4.248 5.690
H -4.824 4.977 3.528
H -6.351 6.827 3.093
H -7.596 5.970 3.939
H -6.979 5.219 2.535
H -4.401 5.681 5.495

---

44
Properties=species:S:1:pos:R:3 method="wB97M-V/def2-TZVPD" e_homo_ev=-7.01 e_tot_ha=-6331.3132 orbital_gap_ha=0.2473
In 0.996 -1.483 -0.049
C -0.017 1.086 -2.382
C -1.060 0.017 -2.623
N -2.326 0.299 -1.900
C -2.969 -0.555 -0.958
C -1.438 -0.105 1.112
C -2.283 0.675 1.933
C -1.656 1.589 2.740
C -0.261 1.600 2.843
C 0.527 0.828 1.980
C 2.043 1.000 1.846
N 2.633 0.185 0.773
C 3.222 0.876 -0.374
C 2.191 1.661 -1.261
N 1.242 0.597 -1.824
N -0.092 0.054 1.075
H -0.439 1.814 -1.670
H 0.215 1.640 -3.301
H -0.754 -1.030 -2.367
H -1.358 -0.036 -3.687
H -2.807 1.084 -2.293
H -3.369 -1.381 -1.585
H -3.713 0.056 -0.480
H -3.366 0.563 1.881
H -2.161 2.266 3.344
H 0.131 2.255 3.595
H 2.520 0.744 2.846
H 2.292 2.085 1.595
H 3.285 -0.537 1.159
H 3.679 0.099 -0.998
H 4.027 1.623 -0.114
H 2.714 2.146 -2.125
H 1.552 2.402 -0.666
H 1.713 0.074 -2.588
Se 1.499 -3.247 1.869
Te 4.041 -3.324 1.621
Te 3.488 -4.076 -1.018
Se 2.662 -2.059 -2.151
C -3.148 -1.952 0.956
C -2.107 -1.171 0.159
O -1.032 -1.939 -0.364
H -4.002 -1.308 1.284
H -2.714 -2.348 1.820
H -3.602 -2.768 0.350

---

36
Properties=species:S:1:pos:R:3 method="wB97M-V/def2-TZVPD" e_homo_ev=-8.67 e_tot_ha=-1126.4633 orbital_gap_ha=0.3393 smiles="NC(=O)CCS(=O)(=O)CCN1CCCCC1"
N 4.715 -0.539 -1.298
C 4.887 0.417 -0.364
O 5.911 0.574 0.260
C 3.674 1.335 -0.185
C 2.762 0.774 0.892
H 1.928 1.441 1.095
H 3.306 0.550 1.805
S 2.041 -0.809 0.325
O 2.880 -1.892 0.757
O 1.800 -0.714 -1.098
C 0.434 -0.950 1.170
H 0.137 -1.989 1.052
H 0.606 -0.747 2.223
C -0.581 -0.009 0.534
N -1.930 -0.371 0.935
C -2.533 -1.402 0.108
C -3.008 -0.894 -1.259
C -3.965 0.282 -1.077
C -3.298 1.361 -0.228
C -2.838 0.748 1.100
H -3.712 0.373 1.642
H -2.354 1.502 1.726
H -3.994 2.178 -0.033
H -2.436 1.769 -0.761
H -4.871 -0.063 -0.573
H -4.254 0.688 -2.048
H -3.501 -1.706 -1.795
H -2.148 -0.577 -1.853
H -3.390 -1.797 0.663
H -1.814 -2.212 -0.024
H -0.384 1.014 0.862
H -0.428 -0.050 -0.554
H 3.121 1.412 -1.122
H 4.034 2.321 0.114
H 5.416 -1.260 -1.358
H 3.788 -0.760 -1.631

---

38
Properties=species:S:1:pos:R:3 method="wB97M-V/def2-TZVPD" e_homo_ev=-3.93 e_tot_ha=-2907.8676 orbital_gap_ha=0.1801 total_charge=-1
Cl 3.542 -2.356 2.734
B 2.990 -0.588 2.673
Cl 2.368 0.000 4.339
Cl 4.328 0.543 2.070
O 1.890 -0.593 1.660
C 0.848 0.106 1.448
C -0.410 -0.196 2.077
C -1.376 0.816 2.304
C -2.593 0.491 2.894
C -2.908 -0.842 3.190
C -1.957 -1.848 2.960
C -0.708 -1.536 2.433
H 0.907 0.959 0.764
H -1.104 1.851 2.080
H -3.296 1.286 3.162
H -3.899 -1.105 3.573
H -2.178 -2.883 3.233
H 0.091 -2.277 2.341
F 4.235 -1.804 -2.170
C 2.935 -1.738 -1.851
F 2.234 -2.523 -2.699
F 2.763 -2.207 -0.596
S 2.249 0.022 -2.022
C 0.626 -0.201 -1.463
C -0.422 0.564 -2.033
C -1.700 0.012 -2.334
C -2.642 0.802 -2.981
C -2.391 2.156 -3.239
C -1.173 2.736 -2.855
C -0.198 1.956 -2.262
O 2.999 0.806 -1.062
O 2.272 0.351 -3.431
H 0.476 -0.986 -0.742
H -1.870 -1.047 -2.139
H -3.577 0.356 -3.313
H -3.144 2.777 -3.726
H -0.973 3.786 -3.057
H 0.769 2.355 -1.960

---

123
Properties=species:S:1:pos:R:3 method="wB97M-V/def2-TZVPD" e_homo_ev=-3.87 e_tot_ha=-6992.7290 orbital_gap_ha=0.2240 total_charge=-1
Tl -0.056 -0.570 0.409
S -1.179 1.802 -1.488
P -1.676 2.093 0.448
C -0.690 1.416 1.619
P 0.809 1.955 2.129
S 2.333 0.669 1.859
C 0.781 2.365 3.916
C 1.945 2.748 4.579
C 1.907 3.076 5.924
C 0.707 3.013 6.624
C -0.453 2.622 5.972
C -0.414 2.303 4.618
C 1.272 3.550 1.361
C 0.953 4.784 1.922
C 1.232 5.958 1.235
C 1.824 5.908 -0.020
C 2.136 4.680 -0.591
C 1.861 3.511 0.100
C -3.337 1.334 0.646
C -3.540 0.329 1.584
C -4.781 -0.289 1.697
C -5.828 0.098 0.875
C -5.632 1.106 -0.065
C -4.393 1.716 -0.181
C -2.045 3.869 0.710
C -1.817 4.824 -0.271
C -2.073 6.165 -0.012
C -2.561 6.557 1.224
C -2.788 5.605 2.211
C -2.526 4.270 1.956
H 2.880 2.775 4.031
H 2.816 3.376 6.434
H 0.679 3.266 7.678
H -1.389 2.566 6.514
H -1.303 1.993 4.080
H 0.486 4.833 2.899
H 0.976 6.912 1.679
H 2.036 6.825 -0.558
H 2.593 4.629 -1.573
H 2.112 2.549 -0.330
H -2.712 0.040 2.222
H -4.919 -1.080 2.425
H -6.795 -0.383 0.960
H -6.447 1.412 -0.709
H -4.230 2.485 -0.927
H -1.432 4.501 -1.231
H -1.879 6.906 -0.779
H -2.756 7.604 1.425
H -3.163 5.907 3.182
H -2.684 3.524 2.728
C 0.827 -3.037 2.867
N 0.287 -3.867 1.794
C 1.270 -4.714 1.143
P -1.345 -4.016 1.674
O -2.063 -2.765 1.946
O -1.541 -4.687 0.228
P -1.468 -4.104 -1.284
O -0.172 -3.562 -1.707
N -2.711 -3.049 -1.430
C -3.981 -3.259 -0.745
C -2.502 -1.664 -1.856
N -1.800 -5.546 -2.062
C -1.561 -5.523 -3.499
C -2.947 -6.359 -1.698
N -1.948 -5.256 2.613
C -1.319 -6.562 2.537
C -2.463 -4.924 3.933
H 1.610 -2.382 2.479
H 1.249 -3.655 3.667
H 0.047 -2.401 3.282
H 2.105 -4.092 0.811
H 0.856 -5.193 0.262
H 1.661 -5.480 1.825
H -4.099 -4.299 -0.444
H -4.803 -2.997 -1.417
H -4.040 -2.635 0.147
H -1.496 -1.537 -2.247
H -2.645 -0.968 -1.025
H -3.229 -1.412 -2.633
H -0.700 -4.896 -3.717
H -2.428 -5.141 -4.055
H -1.354 -6.539 -3.843
H -3.050 -6.408 -0.616
H -2.791 -7.374 -2.073
H -3.883 -5.982 -2.130
H -0.961 -6.752 1.526
H -2.050 -7.335 2.789
H -0.473 -6.655 3.231
H -2.893 -3.926 3.912
H -1.681 -4.958 4.703
H -3.241 -5.640 4.209
C 2.525 -2.599 -5.719
C 2.936 -1.286 -5.920
C 2.883 -0.370 -4.880
C 2.420 -0.761 -3.626
C 1.992 -2.073 -3.434
C 2.051 -2.990 -4.476
As 2.285 0.424 -2.067
C 2.587 2.133 -2.950
C 1.637 2.910 -3.598
C 2.012 4.125 -4.158
C 3.327 4.566 -4.054
C 4.273 3.804 -3.384
C 3.909 2.580 -2.830
C 4.802 1.666 -2.089
C 6.147 1.888 -1.811
C 6.866 0.945 -1.092
C 6.249 -0.214 -0.638
C 4.904 -0.435 -0.903
C 4.187 0.495 -1.637
H 2.565 -3.311 -6.534
H 3.297 -0.974 -6.893
H 3.205 0.651 -5.046
H 1.567 -2.378 -2.483
H 1.702 -4.002 -4.312
H 0.607 2.582 -3.645
H 1.274 4.736 -4.662
H 3.612 5.517 -4.485
H 5.291 4.165 -3.297
H 6.635 2.795 -2.146
H 7.912 1.120 -0.873
H 6.814 -0.937 -0.063
H 4.414 -1.325 -0.526

---

77
Properties=species:S:1:pos:R:3 method="wB97M-V/def2-TZVPD" e_homo_ev=-10.03 e_tot_ha=-3542.3777 orbital_gap_ha=0.2804 total_charge=+1
Sr 1.086 0.182 -0.332
C 0.420 -2.142 3.029
C -0.101 -3.169 2.032
S 0.296 -2.793 0.300
C -1.317 -2.873 -0.532
C -2.438 -1.979 -0.017
S -2.069 -0.198 0.065
C -2.592 0.208 1.751
C -1.906 -0.565 2.871
S -0.102 -0.425 2.786
H 1.510 -2.090 2.996
H 0.148 -2.452 4.039
H -1.181 -3.283 2.102
H 0.338 -4.140 2.262
H -1.656 -3.909 -0.506
H -1.082 -2.627 -1.567
H -2.761 -2.285 0.976
H -3.295 -2.105 -0.679
H -3.674 0.091 1.815
H -2.376 1.274 1.840
H -2.186 -1.616 2.857
H -2.238 -0.161 3.828
N 4.539 2.667 -0.303
C 5.473 1.668 0.086
C 6.441 1.990 1.020
C 7.342 1.024 1.447
C 7.266 -0.267 0.957
C 6.284 -0.594 0.031
C 5.403 0.377 -0.409
S 4.200 -0.027 -1.650
N 3.113 1.257 -1.553
C 3.376 2.351 -0.918
C 2.270 3.362 -0.855
C 2.531 4.717 -0.747
C 1.460 5.593 -0.683
C 0.173 5.086 -0.726
C 0.008 3.714 -0.826
N 1.030 2.863 -0.886
H 4.449 3.406 0.394
H 6.474 2.991 1.428
H 8.097 1.289 2.174
H 7.966 -1.022 1.289
H 6.210 -1.602 -0.359
H 3.548 5.082 -0.726
H 1.631 6.657 -0.596
H -0.688 5.736 -0.676
H -0.983 3.274 -0.856
O -0.141 -0.539 -2.439
S 0.918 -0.666 -3.525
C 0.269 -1.823 -4.709
C 1.166 -2.637 -5.382
C 0.680 -3.530 -6.327
C -0.683 -3.606 -6.569
C -1.572 -2.794 -5.871
C -1.099 -1.892 -4.933
C 0.822 0.827 -4.484
C -0.349 1.568 -4.491
C -0.390 2.737 -5.235
C 0.730 3.147 -5.949
C 1.900 2.401 -5.916
C 1.956 1.234 -5.169
H 2.227 -2.575 -5.170
H 1.365 -4.171 -6.864
H -1.059 -4.307 -7.302
H -2.634 -2.866 -6.064
H -1.775 -1.257 -4.376
H -1.203 1.242 -3.910
H -1.294 3.330 -5.258
H 0.693 4.060 -6.528
H 2.773 2.734 -6.461
H 2.871 0.655 -5.114
B 3.583 3.421 2.794
C 2.840 2.162 2.209
N 2.292 1.255 1.740
H 3.687 4.234 1.880
H 4.670 3.072 3.196
H 2.897 3.893 3.669

---

92
Properties=species:S:1:pos:R:3 method="wB97M-V/def2-TZVPD" e_homo_ev=-6.83 e_tot_ha=-2737.3812 orbital_gap_ha=0.1540
Cs 1.270 0.351 0.283
C 3.344 5.394 -0.636
C 2.186 4.596 -0.349
N 1.641 3.714 -1.150
O 2.230 3.667 -2.459
B 2.725 2.410 -2.802
F 3.369 2.252 -3.915
F 2.883 1.505 -1.818
O 3.773 -1.706 2.691
N 2.920 -0.911 2.979
C 2.660 -0.902 4.367
C 3.335 -1.789 5.374
C 1.710 -0.031 4.792
N 1.063 0.682 3.796
O 0.379 1.633 4.219
B -0.700 2.782 2.731
F -1.017 1.906 1.842
F -1.745 3.018 3.552
O 0.281 3.746 2.534
N 1.213 3.512 1.487
C 1.446 4.667 0.969
C 0.904 5.986 1.375
C 1.373 0.184 6.231
H 3.427 6.272 0.050
H 3.278 5.702 -1.683
H 4.269 4.764 -0.578
H 2.962 -1.704 6.440
H 4.364 -1.465 5.407
H 3.365 -2.855 5.048
H -0.158 6.025 1.233
H 1.365 6.794 0.739
H 1.077 6.206 2.423
H 1.310 1.294 6.368
H 2.098 -0.037 6.975
H 0.435 -0.260 6.403
C -2.910 1.008 -0.516
N -1.704 0.446 -1.075
C -1.236 0.804 -2.223
C -0.149 0.234 -2.865
C 0.376 0.660 -4.099
C 1.530 -0.115 -4.285
C 1.625 -0.993 -3.202
N 0.615 -0.848 -2.335
C -3.505 2.212 -1.164
C -3.385 3.472 -0.573
C -3.620 4.665 -1.297
C -4.175 4.563 -2.561
C -4.374 3.353 -3.161
C -4.091 2.206 -2.420
H -2.815 1.185 0.521
H -3.551 0.144 -0.521
H -1.665 1.646 -2.779
H 0.006 1.430 -4.655
H 2.220 -0.078 -5.064
H 2.439 -1.744 -3.106
H -2.918 3.516 0.405
H -3.299 5.667 -0.996
H -4.394 5.486 -3.090
H -4.832 3.228 -4.162
H -4.207 1.303 -3.036
C -4.156 -2.456 -1.635
C -3.310 -3.705 -1.296
C -2.985 -3.771 0.210
C -2.196 -2.577 0.638
N -0.866 -2.418 0.088
C 0.227 -2.961 0.723
S 0.195 -3.553 2.323
N 1.279 -2.956 -0.127
C 2.572 -3.556 0.129
C 2.639 -5.044 -0.206
C 2.024 -5.284 -1.587
C 0.579 -5.743 -1.564
H -4.809 -2.653 -2.476
H -3.611 -1.569 -1.982
H -4.762 -2.120 -0.769
H -2.338 -3.682 -1.863
H -3.867 -4.654 -1.602
H -2.340 -4.658 0.414
H -3.945 -3.750 0.848
H -2.099 -2.467 1.765
H -2.751 -1.691 0.354
H -0.825 -1.876 -0.771
H 1.103 -2.497 -0.998
H 2.829 -3.401 1.188
H 3.390 -2.996 -0.436
H 1.956 -5.559 0.514
H 3.652 -5.516 0.082
H 2.672 -5.973 -2.138
H 2.056 -4.271 -2.044
H 0.484 -6.759 -1.182
H 0.044 -5.605 -2.483
H 0.141 -5.133 -0.768

---

What did we get for relative energy (zero: lowest compared OMol25 entry of this formula, charge and spin)? Answer: 2.817; 0.000; 1.146; 0.000; 0.546; 0.056; 0.000 eV, in the order shown.